Molecular formula: C31H27CrN9O2SSe2
Method: DFT, ωB97M-V with the def2-TZVPD basis set

Last column: Löwdin spin population.
Atoms and positions in Å:
Cr: -0.11823 -0.00448 -0.12672  1.041
Se: 0.29878 3.52155 6.72749  0.000
N: 1.52740 2.97589 5.55202  -0.001
C: 0.88414 2.47344 4.53635  0.000
C: 1.54386 1.92231 3.35587  -0.001
C: 2.92416 1.93953 3.18963  0.001
C: 3.45432 1.41032 2.03392  -0.002
C: 2.59286 0.87172 1.08528  0.001
N: 1.27337 0.84455 1.23019  -0.005
C: 0.75090 1.36877 2.35088  -0.002
C: -0.70207 1.37513 2.43652  -0.007
N: -1.34628 0.87681 1.37332  -0.011
C: -2.67620 0.95213 1.37179  -0.007
C: -3.41226 1.46679 2.42475  -0.001
C: -2.75197 1.97614 3.52678  -0.006
C: -1.36611 1.94522 3.52661  0.001
C: -0.56411 2.48692 4.62021  0.000
N: -1.06996 3.00569 5.70375  0.001
H: 3.54594 2.36846 3.96465  0.000
H: 4.51962 1.38966 1.85248  0.000
H: 2.99039 0.44328 0.17802  0.000
H: -3.16134 0.62477 0.46667  -0.001
H: -4.49124 1.48142 2.36006  0.000
H: -3.27884 2.40322 4.36926  0.000
N: 7.33443 -0.84511 2.86121  0.000
C: 6.22675 -1.35227 2.16662  0.000
C: 6.29723 -1.57361 0.79161  0.000
C: 5.21789 -2.10986 0.10825  0.000
C: 4.05507 -2.42808 0.79686  0.000
C: 3.97981 -2.22416 2.16777  0.000
C: 5.06055 -1.69231 2.85023  0.000
S: 2.62606 -3.03998 -0.06124  0.000
O: 3.08578 -3.79800 -1.19656  0.000
O: 1.83494 -3.72080 0.92890  0.000
N: 1.81648 -1.71131 -0.47847  -0.001
C: 2.18859 -0.97974 -1.54190  -0.001
N: 3.32513 -1.13827 -2.24541  0.000
C: 3.48756 -0.34660 -3.29488  -0.002
C: 2.57771 0.62670 -3.67028  0.000
C: 1.48035 0.78883 -2.83814  -0.001
N: 1.28774 0.00867 -1.78813  -0.007
H: 7.95456 -0.28366 2.29975  0.000
H: 7.10629 -0.38990 3.73067  0.000
H: 7.20973 -1.32715 0.25934  0.000
H: 5.25189 -2.27937 -0.95871  0.000
H: 3.06795 -2.49295 2.68614  0.000
H: 5.00387 -1.53434 3.92204  0.000
H: 4.40725 -0.49254 -3.85664  0.000
H: 2.73375 1.25948 -4.53110  0.000
H: 0.73629 1.57201 -2.96089  0.001
C: -2.14150 -0.60717 -2.54393  0.003
N: -1.47140 -1.31525 -1.44983  -0.001
C: -0.70913 -2.43412 -2.03085  0.000
C: -2.47467 -1.89997 -0.54554  0.000
C: -1.82485 -2.29131 0.75330  0.002
C: -2.33778 -3.32123 1.53322  -0.001
C: -1.74986 -3.62793 2.75199  0.003
C: -0.63946 -2.90579 3.16580  -0.002
C: -0.12816 -1.89333 2.36463  0.000
C: -0.70081 -1.55209 1.13837  -0.018
H: -2.80645 -1.29325 -3.09100  0.000
H: -1.39216 -0.20913 -3.22614  0.000
H: -2.69603 0.24159 -2.15120  0.002
H: -1.38367 -3.07126 -2.62016  0.000
H: -0.25216 -3.02362 -1.24082  0.000
H: 0.07154 -2.05467 -2.68574  0.000
H: -2.96874 -2.75680 -1.02966  0.000
H: -3.25111 -1.15101 -0.37941  0.000
H: -3.19779 -3.88842 1.18731  0.000
H: -2.14230 -4.43129 3.36417  0.000
H: -0.15545 -3.15056 4.10534  0.000
H: 0.76275 -1.37214 2.70777  0.000
Se: -0.84274 2.17070 -1.00267  0.022

## Properties
Largest force on an atom in eV Å⁻¹: 0.391
LUMO energy (spin up / spin down) in eV: 1.40 / 1.40
<S²>: 0.786
Multiplicity: 2
Charge: -1
Total energy in Eh: -8086.40813
Relative energy (zero: lowest compared OMol25 entry of this formula, charge and spin) in kcal/mol: 0.9


Molecular formula: C31H27FeN7O2P
Method: DFT, ωB97M-V with the def2-TZVPD basis set

Last column: natural (NBO) charge in e.
Atoms and positions in Å:
Fe: -0.74367 1.05305 -0.24541  0.937
N: -2.14682 3.53625 0.18387  -0.587
C: -0.87767 3.66822 0.73408  0.404
C: -0.29059 4.93939 0.75557  -0.278
C: 0.96510 5.06900 1.29704  -0.114
C: 1.61025 3.94545 1.81482  -0.281
C: 0.96835 2.73531 1.72734  0.088
N: -0.25488 2.58162 1.19050  -0.517
C: -3.08524 2.52988 0.43162  0.381
C: -4.44182 2.83982 0.33758  -0.268
C: -5.35869 1.85914 0.64394  -0.109
C: -4.90929 0.61264 1.06623  -0.261
C: -3.55312 0.38622 1.09215  0.091
N: -2.64358 1.31205 0.74711  -0.529
H: -2.54825 4.40058 -0.14134  0.413
H: -0.82330 5.79227 0.35837  0.227
H: 1.44269 6.03926 1.32546  0.233
H: 2.59194 4.01141 2.25800  0.238
H: 1.43500 1.82765 2.08592  0.220
H: -4.75605 3.83114 0.04259  0.227
H: -6.41721 2.06887 0.57495  0.235
H: -5.59554 -0.17458 1.33769  0.241
H: -3.15312 -0.57259 1.38846  0.220
O: -3.49320 -0.73998 -2.25715  -0.604
C: -2.48090 -0.85950 -1.60025  0.781
O: -1.47754 -0.02681 -1.64752  -0.800
C: -2.33608 -2.03387 -0.63651  -0.148
C: -3.34451 -2.98800 -0.62788  -0.171
C: -3.30154 -4.05453 0.25705  -0.194
C: -2.25254 -4.16712 1.15759  -0.212
C: -1.23698 -3.22247 1.16061  -0.154
C: -1.26552 -2.15892 0.26333  -0.366
P: 0.10669 -0.97368 0.14964  1.067
C: 1.05480 -1.73799 -1.21289  -0.378
C: 1.53141 -3.04145 -1.05718  -0.127
C: 2.19989 -3.68148 -2.08797  -0.230
C: 2.37148 -3.03831 -3.30520  -0.189
C: 1.85466 -1.76545 -3.48764  -0.211
C: 1.19680 -1.11952 -2.45109  -0.187
C: 1.06396 -1.21234 1.68194  -0.399
C: 0.43469 -0.75252 2.84051  -0.207
C: 1.04475 -0.87677 4.07625  -0.197
C: 2.30726 -1.44822 4.16945  -0.194
C: 2.94832 -1.89274 3.02402  -0.222
C: 2.32882 -1.78314 1.78595  -0.139
H: -4.16194 -2.86610 -1.32564  0.251
H: -4.08955 -4.79498 0.24948  0.225
H: -2.21985 -4.99320 1.85567  0.224
H: -0.42533 -3.31160 1.87170  0.215
H: 1.36238 -3.57421 -0.12957  0.211
H: 2.56673 -4.68938 -1.94742  0.224
H: 2.87465 -3.54382 -4.11874  0.222
H: 1.93232 -1.28477 -4.45461  0.212
H: 0.73423 -0.16109 -2.62484  0.232
H: -0.54963 -0.29679 2.76951  0.221
H: 0.53989 -0.52408 4.96503  0.223
H: 2.78935 -1.54367 5.13259  0.225
H: 3.93393 -2.33388 3.09163  0.223
H: 2.85011 -2.12595 0.90253  0.217
N: 5.09804 1.11086 -2.82585  -0.759
C: 3.81998 1.47820 -2.70164  0.669
N: 3.12286 1.78713 -3.80583  -0.785
N: 3.32310 1.53164 -1.47460  -0.637
C: 2.05600 1.74780 -1.32665  0.575
N: 0.92075 1.93074 -1.15287  -0.597
H: 5.56743 1.07318 -3.71174  0.409
H: 5.60380 0.87915 -1.98903  0.429
H: 3.52368 1.72559 -4.72468  0.414
H: 2.15792 2.06202 -3.72601  0.426

## Properties
Largest force on an atom in eV Å⁻¹: 0.942
LUMO energy (spin up / spin down) in eV: -2.14 / -2.11
Multiplicity: 1
Charge: +1
Total energy in Eh: -3336.25374
Relative energy (zero: lowest compared OMol25 entry of this formula, charge and spin) in kcal/mol: 17.4


Molecular formula: C31H27GaN3OP
Method: DFT, ωB97M-V with the def2-TZVPD basis set

Last column: natural (NBO) charge in e.
Atoms and positions in Å:
Ga: 0.32745 0.02315 -0.00388  1.552
C: 2.17282 2.29344 1.08778  -0.249
N: 1.15176 1.74625 0.15690  -0.698
C: 0.64751 2.52544 -0.77091  0.227
C: -0.35250 2.02601 -1.61935  -0.043
C: -1.04346 2.52679 -2.71567  -0.140
C: -1.89711 1.50428 -3.14718  -0.289
C: -1.69095 0.41656 -2.30899  0.046
N: -0.76649 0.72411 -1.37095  -0.726
C: 1.69934 3.53922 1.79286  0.000
C: 2.41282 4.72264 1.65243  -0.234
C: 1.99269 5.87604 2.30693  -0.187
C: 0.85414 5.84935 3.09534  -0.188
C: 0.13249 4.66769 3.23543  -0.179
C: 0.55434 3.51720 2.58832  -0.253
H: 3.07572 2.51413 0.51799  0.224
H: 2.42673 1.51551 1.80436  0.206
H: 1.00369 3.54875 -0.86403  0.246
H: -0.93507 3.51402 -3.14092  0.254
H: -2.59032 1.54253 -3.97203  0.256
H: -2.16965 -0.55156 -2.33163  0.227
H: 3.30545 4.74777 1.03582  0.219
H: 2.55584 6.79388 2.19688  0.235
H: 0.52633 6.74731 3.60293  0.235
H: -0.75449 4.64610 3.85501  0.227
H: -0.01021 2.59710 2.70550  0.207
O: -1.58552 0.64670 2.01432  -0.514
N: -0.87280 -0.45471 1.52280  -0.304
C: -0.82206 -1.41062 2.36968  0.190
C: -0.15206 -2.70156 2.21356  -0.059
C: -0.44319 -3.59728 3.24221  -0.139
C: 0.04256 -4.89577 3.22850  -0.167
C: 0.83580 -5.31479 2.17684  -0.139
C: 1.15038 -4.42948 1.14885  -0.159
C: 0.66744 -3.12880 1.14809  -0.365
P: 1.29106 -2.09938 -0.21159  0.983
C: 3.07731 -2.06475 -0.07768  -0.416
C: 3.63680 -1.21190 0.87579  -0.193
C: 5.00601 -1.20241 1.07961  -0.179
C: 5.81734 -2.04282 0.32501  -0.151
C: 5.26270 -2.89479 -0.62046  -0.203
C: 3.89040 -2.91317 -0.82468  -0.128
C: 0.76372 -2.81547 -1.76404  -0.407
C: -0.33338 -3.67706 -1.80708  -0.211
C: -0.78509 -4.14505 -3.03214  -0.136
C: -0.15206 -3.75054 -4.20354  -0.173
C: 0.93055 -2.87953 -4.16178  -0.176
C: 1.38861 -2.40211 -2.94489  -0.196
H: -2.09424 0.97996 1.25669  0.499
H: -1.38232 -1.25150 3.28777  0.247
H: -1.07049 -3.27107 4.06422  0.237
H: -0.20083 -5.57240 4.03731  0.255
H: 1.22026 -6.32682 2.15143  0.252
H: 1.78991 -4.76624 0.34011  0.239
H: 3.00183 -0.57285 1.47823  0.204
H: 5.44214 -0.54611 1.82247  0.240
H: 6.88927 -2.03309 0.47639  0.245
H: 5.89942 -3.54941 -1.20163  0.244
H: 3.46448 -3.58255 -1.56192  0.226
H: -0.82366 -3.99541 -0.89588  0.228
H: -1.62787 -4.82375 -3.07134  0.234
H: -0.50352 -4.12536 -5.15645  0.244
H: 1.41928 -2.57363 -5.07793  0.243
H: 2.22945 -1.71906 -2.91662  0.232

## Properties
Largest force on an atom in eV Å⁻¹: 0.620
LUMO energy in eV: -6.87
Multiplicity: 1
Charge: +2
Total energy in Eh: -3702.64588